(1)
ORCA calculation (ωB97M-V with the def2-TZVPD basis set) on a molecular structure, C32H42MnN3O5.

Charge: +3
Energy above the lowest of the compared OMol25 structures with the same formula, charge and spin, kcal/mol: 16.4
DFT total energy, eV: -79868.1340
Frontier orbital gap (spin up / spin down), eV: 6.4 / 5.8
2S+1: 4

The geometry in XYZ format:
```
83
C32H42MnN3O5 ωB97M-V with the def2-TZVPD basis set
Mn -2.14744 1.49631 0.45386
C -3.25901 0.41571 -2.42297
O -3.44649 1.19390 -1.23875
C -4.26338 2.35166 -1.46501
C -4.50195 3.03393 -0.12220
O -3.23280 3.18599 0.52181
C -3.30335 3.84651 1.78870
C -2.02995 3.50883 2.55832
O -1.85257 2.08399 2.51424
C -1.07489 1.58127 3.60556
H -4.20028 -0.06209 -2.71424
H -2.51131 -0.34531 -2.19532
H -2.90117 1.04601 -3.24132
H -5.21599 2.04578 -1.91213
H -3.75240 3.03178 -2.16007
H -5.16449 2.43362 0.51842
H -4.97225 4.00919 -0.28181
H -4.18466 3.49312 2.33847
H -3.38290 4.92861 1.64420
H -2.12871 3.83716 3.59615
H -1.15280 3.99206 2.10868
H -0.08197 2.03847 3.62551
H -0.97816 0.50467 3.46806
H -1.58728 1.78059 4.55043
C 0.61227 -4.00173 3.58175
C -0.78327 -3.93001 2.95687
C -1.83659 -4.20696 4.03453
C -0.89960 -4.98365 1.83351
C -1.02903 -2.61347 2.27505
C -2.33637 -2.14313 2.03650
C -2.50856 -0.97884 1.33952
N -1.49169 -0.26575 0.80590
C -0.23789 -0.73181 0.96327
C 0.01029 -1.86468 1.74287
C 0.70999 0.93555 -0.61707
C 1.76313 1.13618 -1.50627
C 1.74179 2.16067 -2.44516
C 0.61367 2.99335 -2.41109
C -0.37680 2.76665 -1.48853
N -0.36479 1.74816 -0.60480
C 2.83763 2.28058 -3.47431
C 2.70343 1.02919 -4.36746
C 4.21805 2.31703 -2.80284
C 2.67792 3.52314 -4.34587
H 0.71242 -4.92438 4.14430
H 0.76218 -3.17294 4.26862
H 1.40035 -3.99779 2.83306
H -1.55395 -5.09105 4.59809
H -2.82404 -4.39252 3.62047
H -1.89584 -3.37513 4.73198
H -0.78376 -5.97133 2.26986
H -0.11567 -4.83829 1.09429
H -1.86208 -4.93226 1.33064
H -3.19799 -2.67797 2.40350
H -3.51347 -0.58096 1.15449
H 1.02964 -2.15777 1.92504
H 2.61129 0.47577 -1.47109
H 0.52237 3.82193 -3.09084
H -1.22791 3.43693 -1.43194
H 2.92879 0.11469 -3.82472
H 3.39077 1.11768 -5.20107
H 1.69260 0.96878 -4.76380
H 4.43777 1.40407 -2.25918
H 4.28738 3.15600 -2.11500
H 4.98221 2.44311 -3.56358
H 1.74762 3.48888 -4.90553
H 3.48819 3.56395 -5.06701
H 2.72176 4.43057 -3.74841
O 2.65333 0.32286 1.56203
C 2.20436 -0.41456 0.73922
N 0.80665 -0.15826 0.25247
C 0.93595 -2.12910 -1.25678
O -0.12273 -2.02817 -1.69270
C 2.19422 -2.37337 -0.84665
C 2.89912 -3.48332 -1.41761
C 4.21716 -3.68626 -1.09299
C 4.88945 -2.83307 -0.20966
C 4.21388 -1.78913 0.40524
C 2.87549 -1.53753 0.10822
H 2.39470 -4.14248 -2.10750
H 4.74679 -4.51945 -1.53176
H 5.93810 -2.99172 -0.00768
H 4.71552 -1.14861 1.11897
```


(2)
ORCA calculation (ωB97M-V with the def2-TZVPD basis set) on a molecular structure, C32H46CdN4O7PS2.

Charge: -2
DFT total energy, eV: -89747.5196
Frontier orbital gap (spin up / spin down), eV: 1.8 / 6.2
2S+1: 2

The geometry in XYZ format:
```
93
C32H46CdN4O7PS2 ωB97M-V with the def2-TZVPD basis set
Cd -0.45279 -1.51185 1.62019
O -1.46538 -5.68309 -3.20624
C -1.10236 -4.80042 -2.16308
C 0.02402 -4.85630 -1.34285
C 0.19844 -3.89962 -0.31715
N -0.72286 -2.92744 -0.12132
C -1.75062 -2.78395 -0.99275
C -1.99146 -3.71833 -2.02376
C -2.54322 -1.47623 -0.90672
O -3.42584 -1.21400 -1.77080
O -2.38878 -0.84633 0.18761
C 1.46960 -3.79047 0.57256
O 2.49654 -4.42191 0.35129
O 1.45481 -2.84582 1.46242
H -0.78293 -6.33370 -3.45956
H 0.87528 -5.48559 -1.61189
H -2.83640 -3.71397 -2.71669
O -1.80516 -3.11411 2.70471
N -1.64193 -3.02906 3.99082
C -1.47524 -4.22534 4.64482
C -1.72346 -4.16318 6.00291
C -1.71506 -2.95798 6.70235
C -1.50810 -1.76349 6.04150
C -1.44813 -1.81720 4.62769
S -1.13512 -0.36368 3.75372
H -1.36965 -5.10790 4.03595
H -2.03876 -5.02656 6.48438
H -1.74249 -2.95642 7.81537
H -1.47739 -0.79475 6.60608
C -4.78125 1.92081 -1.90189
N -4.64272 1.40159 -0.57426
C -4.96451 2.09576 0.53230
N -5.92185 3.01947 0.36708
S -4.23034 1.90918 1.98108
H -4.04538 1.44746 -2.53465
H -4.66292 3.02531 -1.91153
H -5.76254 1.64537 -2.36258
H -4.03313 0.57629 -0.35001
H -6.63360 2.80159 -0.32389
H -6.20961 3.41200 1.25495
O 0.59341 0.03618 0.33072
P 1.23670 0.97444 -0.67151
C 0.10406 2.31220 -1.07445
C -1.01253 2.53966 0.02035
C -1.89545 3.83282 -0.14634
C -1.14139 5.12156 -0.51999
C 0.32230 4.88255 -0.71683
C 0.64576 3.65923 -1.61941
C 1.75733 -0.25042 -2.10212
C 0.61601 -0.54532 -3.12018
C 0.96214 -1.81023 -4.02072
C 2.50035 -1.99312 -4.04472
C 3.28959 -0.68356 -4.03350
C 3.08841 0.07965 -2.73186
C 2.89653 1.51239 0.11660
C 2.67076 2.47587 1.34425
C 3.92265 2.40504 2.36000
C 4.13908 1.08741 3.06105
C 3.64426 -0.02441 2.14893
C 3.76464 0.26568 0.62276
H -0.46778 1.91908 -1.92386
H -0.49458 2.51393 1.01887
H -1.73225 1.65808 0.05018
H -2.57077 3.82132 0.79358
H -2.71976 3.62271 -0.88797
H -1.31577 5.86573 0.29399
H -1.56830 5.59208 -1.42079
H 0.76108 4.73249 0.29400
H 0.81160 5.70887 -1.26938
H 1.74791 3.60917 -1.78431
H 0.11887 3.79771 -2.57847
H 1.89643 -1.11353 -1.47862
H 0.36503 0.28867 -3.79678
H -0.25927 -0.74393 -2.45518
H 0.63232 -1.56931 -5.04157
H 0.38394 -2.66427 -3.66221
H 2.82352 -2.61436 -4.95782
H 2.77803 -2.58553 -3.14899
H 2.90461 -0.00982 -4.83989
H 4.39114 -0.77947 -4.29326
H 3.14628 1.18950 -2.98739
H 3.96860 -0.11667 -2.15629
H 3.46629 2.07645 -0.62035
H 1.80675 2.28482 1.92454
H 2.64303 3.54356 1.04036
H 3.60187 3.14179 3.10996
H 4.88207 2.71180 1.89612
H 3.56123 1.01120 4.05595
H 5.25699 0.97893 3.25885
H 2.59554 -0.18939 2.45732
H 4.21474 -0.96785 2.32434
H 3.35295 -0.60408 0.06741
H 4.82533 0.38657 0.36644
```